{
  "formula": "C4H10FN2",
  "method": "ωB97M-V with the def2-TZVPD basis set",
  "symbols": ["C", "C", "F", "C", "N", "C", "N", "H", "H", "H", "H", "H", "H", "H", "H", "H", "H"],
  "xyz": [[1.941, 0.612, -0.219], [1.115, -0.555, 0.125], [0.793, -0.531, 1.431], [-0.547, -0.337, -0.663], [-1.282, -1.514, -0.191], [-0.965, 0.929, -0.262], [-1.735, 0.955, 0.752], [2.859, 0.300, -0.634], [1.386, 1.041, -0.994], [2.053, 1.284, 0.596], [1.475, -1.544, -0.074], [-0.308, -0.267, -1.733], [-1.147, -1.740, 0.773], [-1.075, -2.346, -0.732], [-0.576, 1.844, -0.692], [-1.914, 1.761, 1.296], [-2.073, 0.107, 1.220]],
  "forces_ev_per_a": [[0.0, -0.7, -0.4], [-2.4, 1.3, -0.2], [-0.4, -0.2, 1.2], [3.2, -3.7, -0.5], [-0.4, 1.1, -1.3], [-0.3, 0.3, 1.2], [-0.7, -0.1, 1.5], [1.3, -0.1, -0.2], [-0.1, 1.4, -1.3], [0.2, 0.5, 0.7], [-0.1, -0.5, -0.8], [-0.2, -0.9, 0.2], [0.4, 0.0, 0.5], [-0.1, 0.3, -0.1], [-0.1, 0.0, 0.1], [-0.4, 1.3, 0.1], [0.2, 0.1, -0.8]],
  "max_force_ev_per_a": 4.9,
  "e_homo_ev": -13.780,
  "e_tot_ev": -9999.6795,
  "e_above_lowest_kcal_mol": 19.22,
  "charge": 1,
  "smiles": "C[C@@H](F)[C@@H](N)C=[NH2+]"
}